# 1
The following is a quantum chemistry calculation of a single C22H27N3O4S molecule in a non-equilibrium geometry, from the OMol25 dataset.

Output
- HOMO-LUMO gap (eV) = 7.54
- charge = 0
- ΔE to the lowest compared entry with this formula, charge and spin (kcal per mole) = 44.4
- lowest unoccupied orbital energy (Ha) = 0.0026

Last column: Löwdin charge in e.
Positions of all 57 atoms, in Å:
C  -7.40412  -1.61112  -1.31560  -0.18
H  -4.34909  -1.38662  1.04474  0.12
O  0.99652  1.28776  -1.83758  0.08
H  8.92796  0.22380  2.33855  0.13
C  -1.78963  0.86414  -1.40003  0.01
H  -0.48516  0.92839  1.73346  0.12
O  9.12294  0.63748  0.38337  -0.13
H  3.18465  1.00793  -1.74578  0.10
C  5.54193  -0.73614  -0.02791  -0.23
H  -7.34689  0.54166  -0.98162  0.11
C  7.75416  -0.67170  -1.12383  -0.14
H  -7.69730  -2.97925  0.32007  0.11
H  8.54832  -1.42346  -1.20048  0.13
H  -3.89828  0.97008  -1.83708  0.12
H  8.42213  -1.87405  1.10442  0.13
N  6.88546  -1.08133  -0.03915  -0.10
N  -5.76932  -0.36070  -0.03243  -0.24
H  2.71096  -1.47505  1.69386  0.11
H  -5.32594  -3.65047  0.53671  0.11
H  -7.16626  -3.75599  -1.17590  0.11
C  -7.03652  -2.87598  -0.54361  -0.20
C  -1.21965  0.90033  0.94119  -0.01
C  7.63914  -1.11414  1.19988  -0.13
C  -2.56433  0.98538  1.26135  -0.04
C  8.40184  0.68743  -0.82970  -0.19
S  -5.24945  1.08364  0.64434  0.68
O  -5.40222  1.07760  2.07419  -0.28
H  -7.82115  -0.41761  0.43960  0.13
H  9.12512  0.95415  -1.60182  0.13
H  -2.90346  1.05226  2.28340  0.12
H  0.93515  -0.39284  0.82367  0.13
O  -5.84678  2.15205  -0.09911  -0.28
H  -8.45138  -1.63721  -1.61850  0.11
C  8.28988  0.25447  1.45386  -0.19
C  2.77461  -0.18809  -0.02243  -0.23
H  7.62685  1.46695  -0.76922  0.12
H  -5.99845  -1.55894  1.67905  0.13
H  6.99838  -1.36895  2.04076  0.11
C  -3.13204  0.94003  -1.07970  -0.03
H  -6.78522  -1.53769  -2.21094  0.12
H  5.55960  0.55881  -1.75444  0.10
C  3.34006  -1.02440  0.93783  -0.03
H  -4.92347  -2.74268  -0.93034  0.12
C  -7.16026  -0.38598  -0.43990  -0.21
C  4.68925  -1.29702  0.93264  -0.02
C  -5.39637  -1.51193  0.75972  -0.21
C  -5.58948  -2.78077  -0.06670  -0.17
H  5.08147  -1.97491  1.67466  0.11
C  0.61224  0.76218  -0.81254  -0.42
C  3.60314  0.36204  -0.99274  0.00
H  7.49772  1.00658  1.60107  0.13
C  -3.50463  0.99259  0.25010  -0.27
C  -0.82649  0.82526  -0.39294  -0.12
C  4.95741  0.09407  -0.99036  -0.01
H  7.20680  -0.65489  -2.06458  0.12
H  -1.45961  0.83734  -2.42743  0.12
N  1.39735  0.06001  0.04756  0.13

---

# 2
The following is a quantum chemistry calculation of 2 unconnected molecules or ions with the total composition C4H2F4 in a non-equilibrium geometry, from the OMol25 dataset.

Output
- HOMO-LUMO gap (alpha / beta) (eV) = 8.05 / 7.80
- charge = 0
- ΔE to the lowest compared entry with this formula, charge and spin (kcal per mole) = 110.6
- lowest unoccupied orbital energy (alpha / beta) (Ha) = -0.0456 / -0.0520

Last column: Löwdin charge in e.
Positions of all 10 atoms, in Å:
F  -2.31178  -1.11063  1.05067  0.07
C  1.59162  -0.37423  -0.31651  -0.51
C  0.24076  0.19222  -0.07467  0.17
F  2.08025  -1.20890  0.63247  0.08
C  1.29325  1.00735  0.08451  -0.18
F  1.72744  2.14082  0.64704  0.09
H  -2.48046  0.68137  0.44969  0.07
H  -1.95962  -0.31241  -0.99677  0.08
C  -2.21480  -0.28376  0.06424  0.05
F  2.03335  -0.73183  -1.54066  0.09

---

# 3
The following is a quantum chemistry calculation of a molecular structure, C29H49CoNP2 in a non-equilibrium geometry, from the OMol25 dataset.

Output
- 2S+1 = 5
- HOMO-LUMO gap (alpha / beta) (eV) = 6.45 / 6.41
- charge = +1
- lowest unoccupied orbital energy (alpha / beta) (Ha) = -0.0816 / -0.1434

Last column: Löwdin charge in e.
Positions of all 82 atoms, in Å:
H  3.42881  -0.61999  0.23623  0.07
H  2.77120  2.92239  -2.09959  0.05
H  -2.07570  3.10040  3.73529  0.09
H  3.29755  -2.14409  -0.66593  0.07
H  -2.61354  2.40799  -1.06974  0.05
H  1.46592  -1.04145  -4.76176  0.09
H  -0.81993  4.60768  -2.06735  0.09
C  1.14215  -0.19353  -5.37951  -0.12
H  3.37901  -0.01444  -3.95926  0.03
H  2.54084  -1.36260  -3.16323  0.04
C  -1.43291  5.66328  0.63558  -0.01
C  -1.83774  0.14670  1.13075  -0.05
H  1.78961  -3.66423  -1.51868  0.07
H  0.72832  3.95994  -1.46462  0.04
H  -1.48821  -1.19976  -3.93241  0.02
C  -0.60311  4.64845  0.04584  -0.32
C  -1.06176  3.14119  3.31840  -0.01
C  -2.05831  -1.15543  -2.98154  -0.20
H  0.56234  0.13487  -7.42847  0.11
C  0.44019  -0.61894  -6.64230  -0.16
H  -3.88051  1.14814  -1.36727  0.06
H  3.44557  1.70122  -0.97023  0.06
C  -1.46324  1.27282  -5.25874  -0.16
H  -2.30203  5.69928  2.72321  0.11
C  1.42230  -1.37071  0.06583  -0.29
C  -2.03215  -2.78682  -0.08271  -0.04
H  -1.56056  -0.78215  -7.48180  0.13
N  -0.41879  3.62939  0.93035  0.10
H  -1.72521  6.57248  0.13934  0.10
C  -2.99240  1.65586  -1.78309  -0.22
H  -1.75376  1.22104  0.91560  0.06
C  -1.72343  5.21864  1.93823  -0.01
C  -0.03900  4.72877  -1.30880  -0.03
C  1.49232  1.08244  -5.14144  -0.20
H  3.10782  -2.13964  1.09275  0.10
C  -1.06237  3.95749  2.07646  -0.31
C  -0.16325  1.22899  -2.81651  -0.39
H  -0.23731  2.32542  -2.75457  0.06
H  0.07894  -4.08948  -1.59886  0.08
C  0.65927  -0.31256  0.66047  -0.26
H  0.64850  1.78379  1.19702  0.04
H  -3.26776  2.15129  -2.72430  0.04
P  1.70053  0.76892  -2.32966  0.93
H  -2.08876  -3.33199  0.87807  0.11
C  -0.72466  -0.63864  0.53388  -0.30
H  1.85675  2.47545  -0.60460  0.02
C  0.50379  -2.36110  -0.40254  -0.28
H  0.93171  -1.53007  -7.01753  0.12
H  0.94761  0.63209  2.51746  0.09
H  -3.13634  -1.16273  -3.19741  0.07
C  -1.07127  -0.89924  -6.49738  -0.17
Co  0.17158  -0.55156  -1.48613  0.21
H  -1.77791  0.02751  2.22352  0.10
H  2.23764  1.00383  1.33602  0.08
C  1.15741  0.83728  1.45441  -0.04
H  1.42650  2.54854  -6.71976  0.13
H  -2.02741  -3.54227  -0.88130  0.08
H  -0.73952  1.88968  -7.24055  0.12
C  2.51923  2.11148  -1.39965  -0.22
C  0.85333  2.27706  -5.81541  -0.17
C  -0.81448  -1.92779  -0.07380  -0.30
H  0.42119  5.70751  -1.46979  0.10
H  -2.95397  -2.19982  -0.17956  0.08
H  -2.75738  -0.40755  -5.15938  0.11
H  -0.71080  2.12072  3.12339  0.05
H  -2.04545  1.83652  -4.51665  0.09
H  -2.82513  -0.19595  0.79419  0.08
H  -1.77850  -2.05819  -2.41864  0.03
H  -0.33433  1.02864  -3.88565  -0.03
C  -0.64520  2.15582  -6.18012  -0.16
P  -1.69575  0.42764  -2.06606  0.93
C  2.97830  -0.36381  -3.00509  -0.24
C  2.89002  -1.57050  0.17453  -0.03
C  -1.76843  -0.04304  -5.48298  -0.16
H  -1.07350  3.16828  -6.10602  0.12
H  -0.40906  3.59665  4.07608  0.10
H  2.40480  1.39866  -4.59062  0.08
H  0.96363  3.13387  -5.13736  0.11
C  0.86424  -3.70193  -0.93789  -0.03
H  1.00457  -4.43500  -0.12796  0.10
H  3.80655  -0.43401  -2.29385  0.05
H  -1.21182  -1.95859  -6.24712  0.11

---

# 4
The following is a quantum chemistry calculation of 2 unconnected molecules or ions with the total composition C3H6O2S in a non-equilibrium geometry, from the OMol25 dataset.

Output
- HOMO-LUMO gap (alpha / beta) (eV) = 7.35 / 7.32
- charge = 0
- ΔE to the lowest compared entry with this formula, charge and spin (kcal per mole) = 128.8
- lowest unoccupied orbital energy (alpha / beta) (Ha) = -0.0232 / -0.0231

Last column: Löwdin charge in e.
Positions of all 12 atoms, in Å:
C  0.56043  0.00093  -0.30420  -0.26
H  1.86654  1.82348  0.15642  0.07
H  0.34821  1.60134  1.21864  0.07
C  1.22138  1.09136  0.74628  -0.10
S  -3.24606  -0.46620  0.72575  0.70
O  -0.53748  -2.00571  -0.46562  0.01
H  1.33663  -0.50785  -0.91330  0.09
H  0.00838  0.66051  -1.10495  0.15
C  -0.46696  -0.94282  0.22143  -0.25
H  1.94266  0.51254  1.46527  0.09
H  0.15220  -2.03253  -1.21499  0.14
O  -3.18591  0.26494  -0.53072  -0.71

---

Total energy per entry: -1717.94774 -552.82979 -3254.13571 -666.38873 Eh